[1]
# C20H30N4O3

3 unconnected molecules or ions with the total composition C20H30N4O3 in a non-equilibrium geometry (ωB97M-V with the def2-TZVPD basis set, the OMol25 dataset).

ΔE to the lowest compared entry with this formula, charge and spin   16.618 eV
Structure (SMILES)   CCCCN[C@@]1(c2cccnc2)COC(=O)O1.CCCC#N.CCCC#N
HOMO level   -9.179 eV
LUMO level   -0.5 eV

Each atom is followed by the atoms it is bonded to, with distances in Å.
Cartesian coordinates (Å):
1 C 2.633 2.939 2.866  C2 1.668, H18 1.193, H19 1.174, H20 1.192
2 C 2.516 2.250 1.352  C1 1.668, C3 1.653, H21 1.184, H22 1.171
3 C 0.996 2.360 0.710  C2 1.653, C4 1.672, H23 1.194, H24 1.170
4 C 0.174 0.905 0.745  C3 1.672, N5 1.511, H25 1.180, H26 1.194
5 N 0.862 -0.191 -0.036  C4 1.511, C6 1.510, H27 1.043
6 C 0.542 -0.165 -1.512  N5 1.510, C7 1.671, C13 1.673, O17 1.470
7 C 1.786 0.093 -2.597  C6 1.671, C8 1.674, C12 1.629
8 C 1.519 0.889 -4.045  C7 1.674, C9 1.661, H28 1.170
9 C 2.916 0.964 -4.939  C8 1.661, C10 1.626, H29 1.189
10 C 4.376 0.403 -4.493  C9 1.626, N11 1.490, H30 1.192
11 N 4.541 -0.296 -3.187  C10 1.490, C12 1.490
12 C 3.310 -0.430 -2.358  C7 1.629, N11 1.490, H31 1.196
13 C 0.251 -1.787 -1.801  C6 1.673, O14 1.484, H32 1.194, H33 1.170
14 O -1.074 -1.848 -1.135  C13 1.484, C15 1.499
15 C -1.791 -0.731 -1.834  O14 1.499, O16 1.341, O17 1.495
16 O -3.070 -0.757 -2.236  C15 1.341
17 O -0.755 0.335 -1.992  C6 1.470, C15 1.495
18 H 3.767 3.258 3.056  C1 1.193
19 H 1.919 3.863 2.981  C1 1.174
20 H 2.356 2.169 3.732  C1 1.192
21 H 3.238 2.869 0.647  C2 1.184
22 H 2.898 1.151 1.477  C2 1.171
23 H 0.388 3.059 1.463  C3 1.194
24 H 0.950 2.888 -0.333  C3 1.170
25 H -0.976 1.030 0.512  C4 1.180
26 H 0.223 0.571 1.890  C4 1.194
27 H 1.898 -0.196 0.085  N5 1.043
28 H 0.481 1.310 -4.380  C8 1.170
29 H 2.847 1.492 -6.002  C9 1.189
30 H 5.326 0.506 -5.207  C10 1.192
31 H 3.462 -1.028 -1.334  C12 1.196
32 H 1.184 -2.262 -1.228  C13 1.194
33 H 0.315 -1.966 -2.955  C13 1.170
34 C 1.879 1.233 8.015  C35 1.525, H39 1.095, H40 1.095, H41 1.096
35 C 1.362 2.587 7.542  C34 1.525, C36 1.530, H42 1.097, H43 1.096
36 C -0.050 2.514 6.957  C35 1.530, C37 1.520, H44 1.095, H45 1.095
37 C -0.058 1.587 5.752  C36 1.520, N38 1.261
38 N -0.065 0.819 4.752  C37 1.261
39 H 1.961 0.520 7.188  C34 1.095
40 H 2.878 1.338 8.451  C34 1.095
41 H 1.218 0.804 8.776  C34 1.096
42 H 2.055 2.990 6.793  C35 1.097
43 H 1.363 3.283 8.389  C35 1.096
44 H -0.380 3.511 6.646  C36 1.095
45 H -0.757 2.139 7.705  C36 1.095
46 C -4.734 -3.636 -3.256  C47 1.525, H51 1.095, H52 1.095, H53 1.096
47 C -4.414 -3.533 -4.744  C46 1.525, C48 1.530, H54 1.097, H55 1.096
48 C -5.633 -3.781 -5.634  C47 1.530, C49 1.520, H56 1.095, H57 1.095
49 C -6.172 -5.180 -5.389  C48 1.520, N50 1.261
50 N -6.619 -6.342 -5.185  C49 1.261
51 H -5.075 -4.640 -2.985  C46 1.095
52 H -3.842 -3.423 -2.660  C46 1.095
53 H -5.513 -2.919 -2.973  C46 1.096
54 H -3.623 -4.254 -4.987  C47 1.097
55 H -4.014 -2.535 -4.953  C47 1.096
56 H -5.355 -3.682 -6.689  C48 1.095
57 H -6.420 -3.049 -5.421  C48 1.095

***

[2]
# H18O9

9 unconnected molecules or ions with the total composition H18O9 in a non-equilibrium geometry (ωB97M-V with the def2-TZVPD basis set, the OMol25 dataset).

ΔE to the lowest compared entry with this formula, charge and spin   2.799 eV
Structure (SMILES)   O.O.O.O.O.O.O.O.O
HOMO level   -10.479 eV
LUMO level   -0.5 eV

Each atom is followed by the atoms it is bonded to, with distances in Å.
Cartesian coordinates (Å):
1 O 0.358 0.873 0.478  H2 0.960, H3 0.964
2 H 1.026 1.274 -0.083  O1 0.960
3 H -0.299 0.485 -0.111  O1 0.964
4 O -3.428 0.913 0.814  H5 0.942, H6 0.937
5 H -2.910 1.120 1.573  O4 0.942
6 H -2.835 0.767 0.104  O4 0.937
7 O 3.040 0.120 -1.643  H8 0.953, H9 0.992
8 H 2.721 -0.772 -1.751  O7 0.953
9 H 2.447 0.653 -2.233  O7 0.992
10 O 0.696 1.143 -3.071  H11 0.957, H12 0.949
11 H 0.838 1.010 -4.008  O10 0.957
12 H 0.704 0.215 -2.871  O10 0.949
13 O 2.612 -0.082 1.980  H14 0.990, H15 0.964
14 H 3.381 -0.691 1.845  O13 0.990
15 H 1.877 -0.502 1.519  O13 0.964
16 O 0.527 -2.112 1.366  H17 0.960, H18 0.986
17 H 0.775 -2.576 2.169  O16 0.960
18 H -0.030 -1.394 1.749  O16 0.986
19 O 0.195 2.007 2.872  H20 0.954, H21 0.935
20 H 0.417 1.821 1.963  O19 0.954
21 H 0.881 2.351 3.406  O19 0.935
22 O -2.651 -2.527 0.064  H23 0.958, H24 0.937
23 H -2.121 -1.764 -0.168  O22 0.958
24 H -2.975 -2.846 -0.755  O22 0.937
25 O -1.695 0.020 -1.378  H26 0.941, H27 0.978
26 H -1.178 0.692 -1.786  O25 0.941
27 H -2.373 -0.198 -2.049  O25 0.978

***

[3]
# C5H13O3

3 unconnected molecules or ions with the total composition C5H13O3 in a non-equilibrium geometry (ωB97M-V with the def2-TZVPD basis set, the OMol25 dataset).

ΔE to the lowest compared entry with this formula, charge and spin   2.564 eV
Net charge   -1
HOMO level   -3.756 eV
LUMO level   3.6 eV

Each atom is followed by the atoms it is bonded to, with distances in Å.
Cartesian coordinates (Å):
1 C 0.279 1.045 -1.397  O2 1.402, C3 1.486, H7 1.193, H8 1.168
2 O -0.228 1.723 -0.280  C1 1.402, H20 1.041
3 C 0.043 -0.420 -1.328  C1 1.486, C4 1.518, H9 1.097, H10 1.067
4 C -1.277 -0.909 -0.760  C3 1.518, C5 1.541, H11 1.169, H12 1.168
5 C -1.561 -0.231 0.594  C4 1.541, C6 1.332, H13 1.131
6 C -2.320 0.808 0.937  C5 1.332, H14 1.053, H15 1.103
7 H 1.447 1.235 -1.542  C1 1.193
8 H -0.506 1.417 -2.177  C1 1.168
9 H 0.126 -0.916 -2.304  C3 1.097
10 H 0.840 -0.796 -0.726  C3 1.067
11 H -1.076 -2.057 -0.658  C4 1.169
12 H -2.171 -0.793 -1.503  C4 1.168
13 H -0.968 -0.754 1.403  C5 1.131
14 H -2.979 1.364 0.332  C6 1.053
15 H -2.311 1.159 1.982  C6 1.103
16 H 2.847 -0.526 1.671  O18 1.175
17 H 1.618 -1.029 2.454  O18 0.921
18 O 1.910 -0.171 2.286  H16 1.175, H17 0.921
19 H 2.483 -0.923 0.146  O21 0.921
20 H 0.450 1.522 0.484  O2 1.041
21 O 3.354 -0.747 0.388  H19 0.921